(1)
Entry from the OMol25 dataset: a cluster of 2 separate species, CH10N2Si2 in total (wB97M-V/def2-TZVPD).

Computed properties:
**Relative energy (zero: lowest compared OMol25 entry of this formula, charge and spin)**: 61.0 kcal/mol
**Kohn-Sham gap**: 8.19 eV
**SMILES**: C=[SiH2].N[SiH2]N

Geometry as ORCA input:
```
! RIJCOSX wB97M-V def2-TZVPD def2/J DEFGRID3
* xyz 0 1
Si 2.3022 0.2590 0.0016
Si -2.9960 0.6030 0.2363
N 2.2705 -1.5071 -0.2042
N 0.8416 1.1643 -0.3304
C -2.4513 -0.9823 -0.1658
H 2.7751 0.7733 1.4273
H -2.7831 1.3286 1.5118
H 3.0482 -1.9269 0.2005
H 0.7312 1.4149 -1.3293
H -0.0716 0.8727 0.1076
H 1.5213 -1.7818 0.4126
H 3.1079 1.1854 -0.9638
H -1.9308 -1.5277 0.5442
H -3.2566 -1.5629 -0.6464
H -3.1086 1.6876 -0.8020
*
```



(2)
Entry from the OMol25 dataset: the molecule C5H10N2 (wB97M-V/def2-TZVPD).

Computed properties:
**Relative energy (zero: lowest compared OMol25 entry of this formula, charge and spin)**: 91.0 kcal/mol
**Kohn-Sham gap**: 7.60 eV
**SMILES**: CN1C=CN(C)C1

Geometry as ORCA input:
```
! RIJCOSX wB97M-V def2-TZVPD def2/J DEFGRID3
* xyz 0 1
N -0.5231 -0.6917 0.8018
N -0.1904 0.9950 -0.6977
C -0.8949 -0.0513 -1.2796
C -0.9795 -1.1401 -0.4511
C 0.6503 1.8781 -1.4899
C 0.2824 0.5535 0.7131
C -0.0458 -1.6509 1.7020
H -0.0275 0.9917 1.6858
H -0.6251 -2.6586 1.7815
H 1.5268 1.3919 -1.9495
H -1.0722 -0.0179 -2.3321
H -0.0488 2.7771 -2.1760
H 0.1631 -1.3598 2.8263
H 1.1031 -1.8480 1.5247
H 0.8641 2.6557 -0.7837
H 1.2257 0.2384 0.8075
H -1.4080 -2.0632 -0.6830
*
```



(3)
Entry from the OMol25 dataset: a cluster of 12 separate species, H24O12 in total (wB97M-V/def2-TZVPD).

Computed properties:
**Relative energy (zero: lowest compared OMol25 entry of this formula, charge and spin)**: 31.6 kcal/mol
**Kohn-Sham gap**: 10.12 eV
**SMILES**: O.O.O.O.O.O.O.O.O.O.O.O

Geometry as ORCA input:
```
! RIJCOSX wB97M-V def2-TZVPD def2/J DEFGRID3
* xyz 0 1
O 1.3508 -3.3503 0.9874
O -0.4913 -0.3178 -0.1720
O 0.4769 2.1620 0.9194
O -0.8010 -1.4861 2.3656
O 2.5794 -0.8826 1.1743
O 0.7339 2.0574 -1.9041
O -2.8218 0.8333 -1.5764
O -1.6431 -3.4456 0.3079
O -1.6087 2.3178 3.0928
O 3.0038 0.1673 -1.5793
O -1.7009 3.6407 -1.5285
O -0.4150 -2.5939 -2.1781
H 1.6722 -4.1866 1.3374
H -1.0415 -2.3049 -2.8494
H -0.8889 2.4431 3.7184
H -1.9509 0.4322 -1.4637
H 0.5055 1.3337 -2.5021
H 0.4100 -3.3175 1.2432
H -1.6482 -1.2553 2.7645
H -1.2044 2.8489 -1.2840
H 0.9629 2.4991 0.1578
H -3.0823 1.0850 -0.6851
H -1.2036 1.8825 2.3306
H -1.0596 -3.5455 -0.4605
H 0.8411 2.8234 -2.4817
H 2.3842 0.8737 -1.3475
H -0.2020 -0.6835 0.6801
H -0.1390 -1.1960 3.0053
H 1.0028 2.4290 1.6809
H -1.7553 -2.4921 0.3847
H -1.1292 4.3779 -1.2906
H -0.1650 0.5920 -0.1456
H 3.7498 0.6134 -1.9922
H 2.1229 -1.7537 1.1381
H 0.2433 -1.8921 -2.1275
H 2.9125 -0.7089 0.2797
*
```



(4)
Entry from the OMol25 dataset: a cluster of 2 separate species, C8H16N2 in total (wB97M-V/def2-TZVPD).

Computed properties:
**Relative energy (zero: lowest compared OMol25 entry of this formula, charge and spin)**: 13.1 kcal/mol
**Kohn-Sham gap**: 9.54 eV
**SMILES**: CCc1c[nH]cn1.CCC

Geometry as ORCA input:
```
! RIJCOSX wB97M-V def2-TZVPD def2/J DEFGRID3
* xyz 0 1
N -3.6252 1.2401 1.5689
N -1.5698 0.5596 1.1840
C -3.5758 0.8479 0.2511
C 3.6044 -0.7081 0.4019
C 3.2106 -1.6157 -0.7519
C -1.6973 -0.1904 -1.1872
C -2.3115 0.3960 0.0346
C -1.1842 0.9210 -2.1465
C -2.3828 1.0687 2.0638
C 2.4220 -0.4216 1.2958
H -1.9818 1.6156 -2.3965
H -4.3860 1.7776 1.9406
H -4.3959 0.6179 -0.4118
H 2.4676 -1.1823 -1.4087
H 4.0282 -1.7649 -1.4826
H -0.8210 0.4624 -3.0632
H 2.7290 0.1159 2.1956
H -2.1018 1.2907 3.0815
H -0.7992 -0.6858 -0.8388
H 2.0686 -1.3451 1.7736
H 2.9732 -2.6546 -0.5317
H 1.5395 0.0792 0.9397
H -0.3417 1.4491 -1.6988
H 4.0901 0.1877 0.0127
H -2.3365 -0.8304 -1.7900
H 4.3774 -1.2305 0.9642
*
```